47
Properties=species:S:1:pos:R:3:lowdin_charge:R:1 method="wB97M-V/def2-TZVPD" e_above_lowest_kj_mol=0.0 s_squared=2.012 orbital_gap_ev="7.16 / 5.64" homo_ev="-4.96 / -4.88" spin_multiplicity=3 charge=-1 lumo_energy_ev="2.19 / 0.76"
Au 8.3453 6.4929 7.6157 0.252
O 11.3104 7.5893 8.1730 -0.617
S 11.9697 8.6042 7.3076 0.815
C 12.1577 7.9632 5.6246 -0.350
C 11.7088 6.5470 5.3607 -0.248
C 12.6809 5.4814 5.7473 -0.230
C 12.9205 5.2820 7.2575 -0.315
S 11.6217 4.1983 7.9793 1.003
O 10.2500 4.6667 7.5890 -0.610
C 11.8899 4.8821 9.6703 -0.374
C 13.1373 4.7989 10.2595 -0.115
C 13.3729 5.3520 11.5045 -0.116
C 12.3212 5.9468 12.1708 -0.090
C 11.0411 6.0763 11.5705 -0.050
C 10.8374 5.4913 10.3176 -0.085
C 13.6907 8.5291 7.8873 -0.347
C 14.8150 8.8582 7.1403 -0.077
C 16.0795 8.6687 7.7001 -0.089
C 16.2025 8.2833 9.0107 -0.090
C 15.0654 8.1033 9.8103 -0.068
C 13.8278 8.1173 9.2150 -0.091
H 13.2118 8.1710 5.3900 0.073
H 11.5448 8.5781 5.0451 0.027
H 11.4907 6.4239 4.2960 0.126
H 10.7697 6.3795 5.8588 0.058
H 13.6580 5.6386 5.3009 0.110
H 12.3023 4.5370 5.3532 0.106
H 12.9463 6.2117 7.7596 0.026
H 13.8369 4.7151 7.5202 0.093
H 13.9299 4.2494 9.6984 0.117
H 14.3710 5.3083 11.8909 0.095
H 12.4320 6.3860 13.1790 0.106
H 10.2445 6.6199 12.0997 0.114
H 9.8421 5.5980 9.7671 0.100
H 14.7428 9.1876 6.1065 0.102
H 16.9215 8.8769 7.1076 0.085
H 17.1457 8.1221 9.4514 0.084
H 15.1459 7.8265 10.8763 0.110
H 12.9253 7.7791 9.7608 0.112
S 9.0920 8.8565 6.3715 -0.151
Sb 7.9653 9.8662 8.1463 0.319
S 10.0142 10.1127 9.6829 -0.213
S 7.2711 7.8240 9.2387 -0.171
S 10.8906 11.7310 8.9329 -0.108
S 6.9066 4.7355 6.8205 0.439
C 6.0377 4.0447 8.1059 -0.869
N 5.3666 3.4141 8.8323 0.003